Here is a cluster of 2 separate species, CH5N3 in total from OMol25. Energies are from the ωB97M-V functional and the def2-TZVPD basis.

Summary:
HOMO energy   -7.82 eV
LUMO level   1.11 eV
Total energy   -5584.1980 eV
Charge   0
Molar mass   59.07 g mol⁻¹

Last column: natural (NBO) charge in e.
Positions of all 9 atoms, in Å:
1 C -1.611 0.405 -0.341  -0.031
2 N 1.426 0.808 -0.006  -0.192
3 N 1.841 -0.308 0.002  -0.365
4 H 1.701 -1.064 0.860  0.282
5 H -1.457 0.285 -1.389  0.148
6 H -2.556 0.875 -0.119  0.145
7 H -0.908 0.016 1.412  0.339
8 N -0.822 -0.211 0.434  -0.611
9 H 2.385 -0.805 -0.853  0.286

Here is a cluster of 6 separate species, C23H53F3O15PS5 in total from OMol25. Energies are from the ωB97M-V functional and the def2-TZVPD basis.

Summary:
HOMO energy   -1.23 eV
LUMO level   1.68 eV
Total energy   -127036.0552 eV
Charge   -1
Molar mass   817.97 g mol⁻¹

Last column: Löwdin charge in e.
Positions of all 100 atoms, in Å:
1 O -1.267 0.559 3.076  -0.263
2 O 1.991 0.437 -2.551  -0.267
3 C -3.336 -4.015 2.741  -0.225
4 H -2.549 2.067 6.018  0.069
5 H -2.690 -5.886 3.588  0.089
6 O 7.225 3.833 -0.635  -0.285
7 C -0.460 -3.022 0.166  -0.233
8 H -3.889 0.222 -6.240  0.114
9 H 9.684 3.004 0.364  0.070
10 H -0.949 -1.023 -0.082  0.111
11 O -4.744 -4.385 2.689  -0.259
12 H 5.212 -3.859 0.863  0.048
13 H 4.697 -1.899 3.156  0.048
14 H 4.666 0.737 -3.228  0.075
15 H -3.078 0.730 0.990  0.071
16 C -3.489 0.404 4.995  -0.254
17 H 4.695 5.546 2.780  0.080
18 C 5.339 4.693 2.563  -0.071
19 H -4.305 2.141 5.978  0.081
20 C 8.912 2.288 0.627  -0.123
21 C -0.526 -4.103 0.945  -0.308
22 C 4.555 -3.269 1.499  -0.496
23 P 3.544 -2.075 0.507  0.783
24 H 6.031 -1.796 2.023  0.039
25 H -5.784 4.437 -6.544  0.073
26 H 3.660 -3.826 -1.191  0.010
27 H 9.068 1.887 1.624  0.074
28 C 4.223 1.706 -3.016  -0.116
29 H -5.296 0.297 -4.166  0.072
30 O -5.554 -2.493 4.013  -0.280
31 O 7.601 4.108 1.778  -0.268
32 H -3.487 0.994 7.060  0.078
33 H -4.311 5.138 -5.822  0.077
34 C -4.959 0.428 -6.301  -0.249
35 C 2.065 -1.821 1.494  -0.428
36 H -2.614 -0.247 5.049  0.117
37 C 0.196 1.968 -5.502  -0.082
38 H -6.753 0.150 -5.140  0.083
39 H -3.765 2.339 1.389  0.071
40 H -0.681 1.603 -6.035  0.060
41 H -7.337 -3.654 2.216  0.072
42 C -2.551 -4.818 3.755  -0.064
43 H -5.599 -1.197 -5.053  0.083
44 H 3.115 -2.333 -1.896  -0.005
45 O -5.522 -4.766 5.001  -0.278
46 C 1.224 0.863 -5.367  -0.258
47 H 5.525 4.144 3.485  0.086
48 H -4.205 4.262 -7.375  0.073
49 H -2.085 2.202 0.802  0.080
50 F -0.869 -5.334 0.501  0.089
51 H -1.492 -4.578 3.668  0.067
52 S 7.345 3.087 0.582  0.551
53 H -0.870 -1.562 1.591  0.091
54 H -4.368 -0.226 5.113  0.109
55 O 6.337 2.156 0.962  -0.262
56 S -2.271 1.569 3.028  0.561
57 F -0.327 -4.105 2.266  0.079
58 C 5.359 -2.483 2.529  -0.225
59 O -3.593 0.955 3.668  -0.263
60 C -3.455 1.466 6.078  -0.075
61 H -2.870 -4.597 4.773  0.072
62 H 2.413 -1.199 2.317  -0.020
63 H 4.804 4.027 1.888  0.074
64 H 1.974 -3.296 -0.976  0.007
65 C -2.871 1.722 1.381  -0.118
66 C -7.220 -4.287 3.091  -0.127
67 H 8.873 1.480 -0.100  0.077
68 F -0.553 -3.239 -1.173  0.049
69 S -4.406 2.840 -5.516  0.568
70 C 3.011 -2.969 -1.027  -0.312
71 C -4.711 4.320 -6.417  -0.122
72 H 3.914 -3.966 2.043  0.054
73 H -3.251 -2.943 2.927  0.117
74 O 2.468 1.309 -4.794  -0.268
75 H 0.834 0.030 -4.778  0.115
76 H 0.614 2.817 -6.045  0.084
77 H -0.131 2.329 -4.530  0.071
78 S -5.686 -3.909 3.868  0.556
79 C 6.643 5.172 1.956  -0.257
80 H 1.397 -0.811 -0.313  0.055
81 O 1.899 2.881 -2.978  -0.282
82 H -5.331 -0.041 -7.210  0.119
83 O -2.033 2.876 3.560  -0.280
84 H -7.223 -5.338 2.819  0.072
85 H 1.487 0.473 -6.349  0.117
86 H 4.609 2.471 -3.685  0.072
87 O -3.011 2.533 -5.549  -0.270
88 C -5.696 -0.112 -5.092  -0.073
89 C 1.036 -1.008 0.697  -0.338
90 H -8.004 -4.083 3.817  0.072
91 H 6.478 5.675 1.001  0.112
92 H 4.405 1.986 -1.980  0.077
93 C -0.372 -1.617 0.632  -0.153
94 O -5.165 1.844 -6.499  -0.266
95 O -5.105 2.901 -4.272  -0.269
96 H 7.130 5.883 2.620  0.117
97 H -2.959 -4.202 1.739  0.108
98 H 0.917 -0.035 1.174  0.082
99 S 2.482 1.596 -3.221  0.560
100 H 5.969 -3.158 3.124  0.048

Here is a cluster of 9 separate species, C72H78I2N3O21P2S in total from OMol25. Energies are from the ωB97M-V functional and the def2-TZVPD basis.

Summary:
HOMO energy   -5.51 eV
LUMO level   -0.71 eV
Total energy   -169000.1025 eV
Charge   -1
Molar mass   1669.24 g mol⁻¹

Last column: Löwdin charge in e.
Positions of all 179 atoms, in Å:
1 C 9.293 -5.233 2.154  0.037
2 H 0.943 8.458 -0.580  0.101
3 H -0.998 6.219 4.958  0.104
4 H 4.856 -7.159 -2.708  0.103
5 H 5.441 -5.874 1.532  0.119
6 C -0.188 -2.874 6.111  0.028
7 H -2.457 -3.171 -8.558  0.117
8 C -9.660 -0.257 -0.128  -0.380
9 O 10.818 -6.476 -5.008  0.112
10 H -0.735 6.654 -1.204  0.087
11 C 3.052 3.202 2.839  -0.091
12 H 1.184 6.340 -2.031  0.097
13 H -10.037 0.290 -6.805  0.122
14 C 1.385 -3.518 -0.524  0.044
15 H -8.704 -1.914 -2.993  0.099
16 C -9.323 -1.417 -2.262  0.020
17 H -1.786 9.881 1.195  0.102
18 C 7.092 -8.294 -5.161  0.031
19 H -2.458 4.691 5.903  0.027
20 H 10.451 -8.159 -0.896  0.127
21 H -3.305 -4.063 -3.684  0.126
22 H 4.198 -1.858 -1.800  0.121
23 H 8.770 -9.529 -4.792  0.123
24 I -4.384 -0.303 0.182  0.514
25 H 2.372 4.575 -1.205  0.105
26 H 10.334 -5.033 2.374  0.122
27 O 8.642 -4.225 4.179  0.107
28 H 0.221 -2.285 4.113  0.087
29 H 4.690 5.419 1.962  0.105
30 H 6.152 -4.718 3.628  0.122
31 O 5.178 -6.934 -5.289  0.111
32 H -11.718 0.368 0.307  0.119
33 C -4.290 5.360 5.079  -0.185
34 O -9.191 2.551 -5.865  0.106
35 C 0.936 7.455 -0.229  -0.186
36 C -8.810 -0.942 -1.134  0.040
37 C -4.244 4.246 2.876  -0.224
38 H -3.222 4.482 2.707  0.058
39 C 10.549 -7.461 -2.890  0.037
40 O -11.231 -1.722 -3.608  0.096
41 C 2.296 5.368 -0.499  -0.200
42 C 11.896 -5.337 -3.255  0.023
43 C 1.131 -4.865 6.971  0.013
44 O -0.448 -3.732 8.291  0.099
45 C -11.623 -0.611 -1.568  0.016
46 C 3.257 -5.055 -0.881  -0.381
47 C 1.451 -4.019 4.689  -0.377
48 C -3.167 -3.846 -4.735  0.033
49 C 6.860 -5.052 2.880  0.028
50 C -0.539 7.022 -0.229  -0.238
51 C 1.752 -4.961 5.800  0.014
52 C -4.043 -3.130 -5.435  0.032
53 H -4.944 -2.724 -4.996  0.087
54 C -2.300 -0.109 2.611  -0.286
55 C 7.695 -9.104 -2.923  -0.393
56 C -4.429 4.034 4.352  -0.181
57 H -2.746 9.245 3.047  0.106
58 C 7.481 -6.110 0.763  -0.356
59 O 1.772 -1.270 -1.067  0.102
60 C -0.965 8.407 2.459  -0.198
61 H -2.748 -0.987 2.276  -0.007
62 C 11.064 -6.429 -3.824  -0.374
63 O 8.452 -9.746 -2.221  0.084
64 C -10.766 -1.291 -2.575  -0.382
65 C 8.908 -5.846 1.040  0.030
66 H 5.103 -4.178 -1.676  0.118
67 C 0.111 -3.813 7.219  -0.391
68 O -0.408 -1.445 2.315  0.033
69 H -6.325 3.713 0.251  0.111
70 H -1.073 1.995 -0.980  -0.015
71 H 1.334 -5.540 7.793  0.118
72 H -0.819 -4.513 -7.246  0.119
73 H -4.513 6.144 4.394  0.094
74 C -0.865 -0.435 2.709  -0.396
75 H -2.959 7.649 2.441  0.098
76 C 5.708 -7.685 -3.119  0.035
77 C -7.489 1.427 -4.688  0.031
78 H -1.532 8.751 -0.914  0.107
79 H 3.312 2.220 3.131  0.061
80 N -1.487 2.559 2.222  -0.015
81 C -6.917 0.264 -4.390  0.029
82 H 3.099 3.239 0.752  0.092
83 C 8.296 -4.785 3.164  -0.382
84 C -1.069 9.102 1.144  -0.216
85 H -5.424 3.689 4.515  0.113
86 C 12.173 -5.290 -1.956  0.023
87 H -6.025 2.057 0.092  0.052
88 O -3.293 2.484 0.202  -0.483
89 C 2.218 -2.391 -1.019  -0.366
90 H -2.695 0.063 3.578  0.077
91 H 1.292 7.368 0.762  0.102
92 H 2.006 3.286 2.718  0.058
93 I -3.714 5.263 -0.106  1.087
94 H 9.951 -8.243 -3.323  0.077
95 C -7.434 -1.010 -4.950  -0.391
96 H 4.668 3.186 1.461  0.098
97 H -1.978 5.822 3.639  0.091
98 H -0.935 -2.116 6.314  0.123
99 C 0.430 -2.965 4.935  0.039
100 C -2.595 -3.390 -7.507  0.014
101 P -2.728 1.334 1.407  0.407
102 C 11.656 -6.318 -1.017  -0.392
103 O 2.023 -4.115 3.626  0.102
104 H 2.987 5.504 2.056  0.099
105 H 3.367 3.876 3.597  0.065
106 H 1.285 -5.588 -0.101  0.123
107 O 7.150 -6.674 -0.257  0.094
108 C -1.722 -4.106 -6.807  0.016
109 H 2.498 -5.719 5.599  0.117
110 H 12.261 -4.597 -3.954  0.122
111 C 1.870 -4.753 -0.461  0.026
112 C 3.793 5.109 1.490  -0.235
113 H -7.753 -1.031 -0.918  0.106
114 H 9.610 -6.181 0.295  0.075
115 H -5.003 5.452 5.860  0.100
116 C -4.329 3.263 0.549  -0.808
117 H -12.674 -0.526 -1.812  0.118
118 H -8.969 -1.887 -6.244  0.126
119 C -2.344 7.752 4.455  -0.207
120 C 3.704 3.614 1.543  -0.258
121 C 7.913 -9.001 -4.391  -0.005
122 H 0.193 1.137 0.664  -0.014
123 O 3.709 -6.182 -0.821  0.072
124 H 2.584 7.181 -1.511  0.097
125 C -3.826 -2.847 -6.875  -0.380
126 C 3.610 -2.694 -1.443  0.027
127 H -7.129 2.368 -4.291  0.115
128 O -9.201 0.186 0.899  0.115
129 H 12.781 -4.507 -1.522  0.122
130 O -4.262 2.731 -3.088  0.080
131 C -1.402 2.640 3.373  -0.886
132 P -1.014 0.951 -0.041  0.646
133 H -0.517 7.447 2.389  0.101
134 C 1.752 6.601 -1.175  -0.207
135 N -4.927 2.253 -2.279  -0.031
136 O -1.138 -5.044 -4.733  0.101
137 C -11.112 -0.133 -0.437  0.021
138 O -6.911 -2.070 -4.672  0.072
139 C 6.530 -8.394 -2.354  0.013
140 O -3.925 1.922 2.459  -0.250
141 O -4.621 -2.196 -7.519  0.099
142 C -9.179 0.217 -6.150  0.024
143 C -8.665 1.495 -5.592  -0.381
144 H 0.375 -3.271 -0.218  0.125
145 C -1.938 -4.391 -5.364  -0.388
146 H -2.917 6.236 6.453  0.101
147 C -2.891 5.614 5.592  -0.227
148 H -0.337 -1.001 -0.575  -0.098
149 H -0.224 0.306 3.159  0.093
150 C 4.092 -3.931 -1.376  0.019
151 C -5.648 3.014 -0.154  -0.293
152 H -3.690 3.395 4.752  0.037
153 O -5.660 3.243 -1.548  -0.165
154 C 3.660 5.669 0.107  -0.205
155 H 7.232 -8.205 -6.230  0.123
156 H -2.417 7.848 0.209  0.022
157 H -1.642 8.352 4.978  0.103
158 H -4.886 5.027 2.578  0.083
159 C -1.993 6.290 4.596  -0.204
160 H 1.646 5.036 0.274  0.103
161 C -1.442 8.207 -0.010  -0.233
162 S -1.258 2.636 4.949  0.735
163 C -2.337 8.262 3.054  -0.214
164 H -0.732 6.234 0.457  0.069
165 O 11.911 -6.265 0.168  0.090
166 H 6.387 -8.482 -1.294  0.103
167 H -5.636 2.925 2.178  0.143
168 C -8.609 -0.945 -5.852  0.021
169 H -0.157 9.579 0.888  0.091
170 C 6.480 -5.668 1.764  0.032
171 C 10.820 -7.412 -1.588  0.027
172 H 3.758 6.727 0.177  0.099
173 C 5.921 -7.577 -4.582  -0.378
174 H 4.394 5.249 -0.531  0.105
175 N -1.146 -0.438 -0.766  -0.337
176 C -4.582 3.031 2.061  -0.411
177 H -3.290 7.934 4.913  0.102
178 H -6.059 0.191 -3.731  0.115
179 H -0.376 9.004 3.119  0.113